# 1
{"formula": "C38H66F8NO5S", "method": "ωB97M-V/def2-TZVPD", "total_charge": 1, "symbols": ["C", "C", "C", "C", "C", "C", "C", "C", "C", "C", "C", "S", "O", "O", "O", "C", "C", "C", "O", "C", "C", "F", "F", "C", "F", "F", "C", "F", "F", "C", "F", "F", "C", "C", "C", "C", "C", "C", "C", "C", "C", "C", "H", "H", "H", "H", "H", "H", "H", "H", "H", "H", "H", "H", "H", "H", "H", "H", "H", "H", "H", "H", "H", "H", "H", "H", "H", "H", "H", "H", "H", "H", "H", "H", "H", "H", "H", "H", "H", "H", "H", "H", "H", "H", "H", "H", "H", "H", "H", "H", "C", "C", "C", "C", "C", "C", "N", "O", "C", "C", "C", "H", "H", "H", "H", "H", "H", "H", "H", "H", "H", "H", "H", "H", "H", "H", "H", "H", "H"], "coordinates": [[2.72899, -2.96902, 2.56786], [2.21227, -4.16099, 1.73679], [0.70565, -4.11557, 1.48586], [0.21480, -3.04359, 0.49912], [0.74980, -3.24930, -0.91724], [0.28125, -2.19828, -1.93699], [0.33053, -0.72830, -1.46006], [0.77942, 0.29407, -2.52800], [2.08279, 1.06930, -2.27708], [3.31426, 0.14802, -2.20177], [3.53862, -0.57959, -0.87847], [3.39834, 0.52683, 0.50642], [2.25352, 0.14979, 1.28980], [4.66992, 0.60589, 1.15033], [3.16898, 1.92877, -0.18052], [2.04746, 2.12372, -1.12071], [2.30280, 3.53271, -1.68625], [3.71446, 3.78011, -2.21800], [4.54241, 4.22673, -1.16656], [5.67425, 4.92698, -1.59756], [6.18270, 5.80495, -0.45036], [5.72412, 5.35020, 0.72930], [5.74617, 7.07866, -0.59013], [7.72768, 5.79143, -0.36697], [8.24070, 5.95892, -1.60645], [8.08080, 4.56352, 0.04286], [8.38299, 6.84169, 0.58170], [7.54922, 7.14548, 1.59207], [9.48121, 6.27968, 1.11212], [8.82119, 8.17633, -0.07553], [7.97748, 8.53694, -1.05871], [10.05837, 8.05843, -0.58244], [0.75904, 2.19928, -0.28106], [-0.48174, 2.83515, -0.94859], [-1.02535, 4.07395, -0.22202], [-2.15643, 4.72116, -1.05030], [-1.40783, 3.80981, 1.24824], [-2.21462, 2.54028, 1.54767], [-3.52202, 2.50013, 0.80402], [-3.93932, 1.53917, -0.01601], [-5.01206, 1.78655, -1.04759], [-3.40508, 0.12438, 0.03591], [3.25360, -2.24170, 1.94699], [1.91956, -2.42862, 3.06218], [3.44526, -3.30319, 3.31927], [2.44035, -5.08251, 2.27928], [2.77570, -4.21752, 0.80286], [0.22443, -3.92721, 2.45386], [0.35063, -5.10007, 1.15297], [-0.87837, -3.15268, 0.45200], [0.47261, -2.05698, 0.89257], [1.83876, -3.34405, -0.92574], [0.36951, -4.21608, -1.27213], [-0.76710, -2.43072, -2.16727], [0.82026, -2.32318, -2.88026], [-0.69536, -0.46490, -1.18833], [0.89384, -0.63515, -0.53412], [0.94258, -0.26317, -3.45894], [-0.03336, 0.98266, -2.76084], [2.25285, 1.63499, -3.20018], [3.30381, -0.55002, -3.04244], [4.19438, 0.78090, -2.35370], [4.55565, -0.96920, -0.84226], [2.83643, -1.40048, -0.74938], [2.11903, 4.26523, -0.89788], [1.61757, 3.68846, -2.52068], [4.12798, 2.88282, -2.69739], [3.65898, 4.55153, -2.99813], [5.45657, 5.57217, -2.45582], [6.46972, 4.23318, -1.89627], [8.82237, 8.95052, 0.69546], [0.48802, 1.23754, 0.13767], [1.03125, 2.82006, 0.57831], [-1.28660, 2.08793, -0.93232], [-0.33628, 3.06043, -2.00710], [-0.20588, 4.80247, -0.18440], [-1.79594, 5.59090, -1.60179], [-2.97718, 5.05454, -0.41302], [-2.58053, 4.01764, -1.77221], [-1.97150, 4.67734, 1.60691], [-0.49508, 3.76982, 1.84852], [-1.62564, 1.66129, 1.26829], [-2.36748, 2.46240, 2.62943], [-4.17184, 3.36460, 0.93289], [-5.89302, 1.15189, -0.88664], [-5.31381, 2.83118, -1.07814], [-4.60363, 1.48152, -2.01684], [-3.88775, -0.41390, 0.85818], [-2.32208, 0.07407, 0.15746], [-3.64249, -0.41075, -0.89066], [-5.51604, -3.04579, 0.72646], [-4.75314, -4.25211, 0.13365], [-5.71329, -5.33085, -0.40527], [-6.46840, -6.10444, 0.66618], [-5.51460, -6.72106, 1.68073], [-4.56881, -5.70392, 2.34288], [-3.91379, -4.95938, 1.18502], [-2.91368, -5.46538, 0.76787], [-5.33965, -4.76251, 3.27740], [-3.49357, -6.39867, 3.16621], [-3.84404, -3.74606, -0.97794], [-6.56563, -3.26715, 0.90999], [-5.07669, -2.69380, 1.65806], [-5.47058, -2.21103, 0.03188], [-5.13698, -6.03216, -1.01680], [-6.40402, -4.81627, -1.07360], [-7.19646, -5.46246, 1.16590], [-7.04261, -6.89888, 0.18881], [-6.06501, -7.20347, 2.48840], [-4.91493, -7.49650, 1.19392], [-4.70091, -3.95947, 3.64537], [-5.67509, -5.34014, 4.13561], [-6.22135, -4.32087, 2.82302], [-2.96662, -7.16852, 2.60536], [-3.97712, -6.87482, 4.01570], [-2.76089, -5.68503, 3.54428], [-3.09468, -3.05299, -0.59252], [-4.46543, -3.21564, -1.69604], [-3.33454, -4.55102, -1.50546]], "mulliken_charge": [-0.78, -0.57, -1.20, 1.38, -0.71, -1.13, 2.66, -2.18, -0.20, -1.52, 0.66, 0.94, -0.55, -0.78, -0.35, 2.25, -1.08, -1.22, -0.13, -1.00, 1.25, -0.33, -0.33, 0.50, -0.31, -0.30, 0.63, -0.29, -0.31, 0.14, -0.24, -0.25, -2.07, -1.60, 0.58, -1.78, -1.76, -0.34, -0.84, 0.99, -1.87, -0.27, -0.07, 0.29, 0.39, 0.38, 0.38, 0.50, 0.32, -1.04, 0.06, 0.25, 0.50, 0.42, 0.38, -1.35, -0.68, 0.97, 0.39, 0.65, 0.51, 0.35, 0.82, -0.92, 0.43, 0.58, 0.20, 0.63, 0.27, 0.34, 0.28, 0.22, 1.12, 0.41, 1.01, 0.57, 0.38, 0.40, 0.31, 0.57, 0.56, -0.05, 0.52, 0.54, 0.35, 0.42, 0.41, 0.20, -0.30, 0.39, -1.90, 1.90, -1.36, -0.50, -1.16, 1.27, 0.90, -0.35, -1.61, -1.82, -1.94, 0.35, 0.41, 0.55, 0.48, 0.39, 0.31, 0.42, 0.42, 0.41, 0.40, 0.46, 0.33, 0.39, 0.45, 0.46, 0.32, 0.60, 0.45]}

# 2
{"formula": "C10H10O2", "method": "ωB97M-V/def2-TZVPD", "e_above_lowest_kj_mol": 610.9, "symbols": ["C", "C", "C", "C", "C", "C", "C", "C", "C", "C", "H", "H", "H", "H", "H", "H", "H", "H", "H", "H", "O", "O"], "coordinates": [[1.04985, -0.96894, -0.14384], [2.04776, -0.24327, 0.64816], [1.89470, 0.96802, -0.20726], [0.53660, 1.77682, 0.00851], [-0.52879, 0.86099, 0.30780], [-1.79483, 1.47876, 0.29834], [-2.87882, 0.66022, 0.05217], [-2.78844, -0.81086, -0.02852], [-1.53429, -1.35282, -0.09702], [-0.41165, -0.56308, 0.07185], [2.08010, -2.52799, -0.17557], [1.20764, -0.97006, -1.28583], [3.13267, -0.68567, 0.59360], [1.99032, -0.44086, 1.91007], [2.12288, 0.60036, -1.30795], [2.73284, 1.93227, -0.20237], [-1.80318, 2.55398, 0.20082], [-3.72948, 1.22316, 0.34411], [-3.59418, -1.57900, -0.31449], [-1.17280, -2.46961, -0.37006], [0.86889, -2.45951, -0.04915], [0.57222, 3.01710, -0.25338]], "mulliken_charge": [0.00, -0.33, -0.64, 0.74, -0.05, -0.78, -0.56, -0.47, -0.02, 0.24, 0.39, 0.19, 0.44, 0.19, 0.28, 0.31, 0.44, 0.37, 0.30, 0.25, -0.65, -0.65]}

# 3
{"formula": "C3H8Cl2NO", "method": "ωB97M-V/def2-TZVPD", "total_charge": 1, "e_above_lowest_kj_mol": 36.8, "symbols": ["C", "C", "N", "C", "O", "Cl", "Cl", "H", "H", "H", "H", "H", "H", "H", "H"], "coordinates": [[-0.73255, 1.43308, 0.36102], [-0.50329, -0.06592, 0.12023], [0.13105, -0.72305, 1.30204], [0.54455, -0.28279, -1.10212], [0.64150, -1.63750, -1.25364], [2.01092, 0.73033, -0.78528], [-0.16265, 0.45407, -2.67005], [0.29553, 1.81147, 0.65207], [-1.29011, 1.79067, -0.54231], [-1.31165, 1.68715, 1.23165], [-1.50315, -0.53425, -0.22393], [-0.56170, -1.25793, 1.85084], [0.40200, 0.01432, 1.95031], [0.77394, -1.36284, 0.94579], [1.26562, -2.05680, -1.83664]], "mulliken_charge": [-1.31, -0.31, -0.09, 0.42, -0.45, -0.10, -0.13, 0.42, 0.35, 0.44, 0.34, 0.35, 0.37, 0.33, 0.37]}

no.,HOMO level (Eh),strongest force on any atom (eV/A)
1,-0.3910,3.445
2,-0.3428,7.934
3,-0.5433,3.704